{"formula": "C12H27O4P", "method": "the ωB97M-V functional and the def2-TZVPD basis", "symbols": ["C", "C", "C", "C", "C", "C", "C", "C", "C", "C", "C", "C", "O", "P", "O", "O", "O", "H", "H", "H", "H", "H", "H", "H", "H", "H", "H", "H", "H", "H", "H", "H", "H", "H", "H", "H", "H", "H", "H", "H", "H", "H", "H", "H"], "xyz": [[-4.4038, 2.6972, 3.7393], [-3.3228, 1.7622, 3.0997], [-3.8768, 1.1418, 1.7574], [-3.2306, -0.2685, 1.5529], [-2.1667, -0.3064, 0.3869], [-1.7178, -1.8049, 0.2542], [-0.8196, -2.0765, -0.9818], [0.6664, -1.5534, -0.8050], [1.6159, -2.5838, -1.4891], [3.1602, -2.3815, -1.2206], [3.5624, -1.0202, -0.5796], [3.4950, 0.1057, -1.6563], [4.4426, 1.1671, -1.3068], [4.0964, 2.5572, -2.1646], [5.3567, 3.1175, -2.7571], [3.0095, 2.3171, -3.3947], [3.4071, 3.6039, -1.0822], [-5.4126, 2.2504, 3.6676], [-4.1603, 2.8620, 4.8073], [-4.3635, 3.6751, 3.2222], [-2.3792, 2.2788, 2.8495], [-3.1361, 0.9432, 3.8165], [-3.7508, 1.8137, 0.8900], [-4.9665, 0.9992, 1.9222], [-3.9924, -1.0369, 1.3068], [-2.6882, -0.6370, 2.4483], [-1.2977, 0.3346, 0.6297], [-2.6545, 0.0698, -0.5315], [-2.6603, -2.3773, 0.0984], [-1.2898, -2.1442, 1.2146], [-0.7367, -3.1741, -1.1365], [-1.2644, -1.6739, -1.9139], [0.7050, -0.6199, -1.4069], [0.9056, -1.3343, 0.2484], [1.3528, -3.6220, -1.2046], [1.4446, -2.5104, -2.5850], [3.6605, -2.4171, -2.2135], [3.5304, -3.2646, -0.6704], [3.0260, -0.7649, 0.3470], [4.6393, -1.0959, -0.3074], [3.7393, -0.2687, -2.6695], [2.4797, 0.5416, -1.6030], [3.2831, 1.5866, -3.9561], [2.7125, 3.1116, -0.6231]], "lumo_energy_ev": 0.13, "homo_energy_ev": -10.44, "e_above_lowest_kcal_mol": 0.00, "charge": 0, "homo_lumo_gap_ev": 10.6, "smiles": "CCCCCCCCCCCCOP(=O)(O)O", "spin_multiplicity": 1}